# 1
{"formula": "C40H34GeN3NbO8", "method": "ωB97M-V/def2-TZVPD", "e_homo_ev": -8.0, "symbols": ["Nb", "O", "C", "C", "O", "C", "C", "O", "C", "O", "O", "N", "C", "O", "C", "C", "C", "C", "N", "C", "H", "H", "H", "H", "H", "H", "C", "C", "C", "C", "C", "C", "C", "C", "N", "H", "H", "H", "H", "H", "H", "H", "H", "H", "O", "C", "O", "C", "C", "Ge", "C", "C", "C", "C", "C", "C", "C", "C", "C", "C", "C", "C", "C", "C", "C", "C", "C", "C", "H", "H", "H", "H", "H", "H", "H", "H", "H", "H", "H", "H", "H", "H", "H", "H", "H", "H", "H"], "coordinates": [[1.146135, -1.640613, 0.373923], [4.258227, -1.716576, -5.173951], [3.704702, -1.769750, -4.096854], [4.219434, -1.342762, -2.716491], [5.366919, -1.016018, -2.415152], [3.119950, -1.405323, -1.768877], [2.049086, -1.967064, -2.379297], [0.995760, -2.188315, -1.605622], [2.261706, -2.246250, -3.787671], [1.475907, -2.751818, -4.578020], [3.061427, -1.117577, -0.522392], [-1.641141, -4.521368, 4.335344], [-1.738634, -5.354365, 3.266407], [-1.965084, -6.571458, 3.322156], [-1.423824, -4.793437, 1.944673], [-1.759332, -5.587041, 0.814536], [-1.538726, -5.105082, -0.462303], [-0.627843, -4.078819, -0.610547], [-0.264733, -3.366475, 0.478351], [-0.698107, -3.665477, 1.748171], [-2.036097, -4.853818, 5.217655], [-1.679722, -3.532976, 4.184365], [-2.382295, -6.493696, 0.930336], [-1.982414, -5.547887, -1.362103], [-0.268203, -3.725654, -1.567575], [-0.503588, -2.943153, 2.533576], [2.005828, -0.692380, 3.952093], [2.701833, -2.044255, 3.987221], [3.093701, -2.665111, 5.159383], [3.782224, -3.859334, 5.145121], [4.059409, -4.457732, 3.881792], [3.703882, -3.867645, 2.701011], [4.239217, -4.384615, 1.374967], [2.847795, -2.725036, 2.757718], [2.241130, -2.317140, 1.633805], [2.205790, -0.061303, 4.814082], [0.922890, -0.818871, 3.840131], [2.352961, -0.077938, 3.118060], [2.854693, -2.163943, 6.089110], [4.133813, -4.343248, 6.088073], [4.589303, -5.422258, 3.811897], [4.134351, -5.473102, 1.236504], [5.335254, -4.106899, 1.373640], [3.805712, -3.843496, 0.542089], [0.792830, 0.583781, 0.434901], [-0.318587, 0.369744, 1.056816], [-0.501655, -0.818848, 1.508948], [-1.391971, 1.378968, 1.237089], [-1.047085, 2.867318, 0.944033], [-1.754338, 3.538307, -0.876880], [-3.523011, 2.780201, -1.272296], [-3.923446, 2.481641, -2.593954], [-5.192691, 1.950405, -2.825788], [-6.011326, 1.554119, -1.781341], [-5.635859, 1.829419, -0.465506], [-4.436549, 2.508424, -0.221706], [-1.658109, 5.520585, -1.103353], [-1.342600, 6.018662, -2.387999], [-0.931909, 7.320182, -2.575421], [-0.748718, 8.179487, -1.491342], [-1.089613, 7.729570, -0.208775], [-1.631670, 6.431414, -0.032679], [-0.435635, 2.944237, -2.119560], [0.617383, 3.707907, -2.681966], [1.386527, 3.154703, -3.709857], [1.391001, 1.805258, -4.021352], [0.446349, 1.014786, -3.410064], [-0.435239, 1.556404, -2.467864], [-1.664517, 1.283790, 2.270273], [-2.209520, 1.046997, 0.580560], [0.017450, 3.068837, 0.885178], [-1.524974, 3.593616, 1.605936], [-3.301935, 2.742931, -3.431453], [-5.498436, 1.706573, -3.851026], [-6.912039, 0.984200, -1.967950], [-6.264240, 1.501190, 0.346496], [-4.178192, 2.778994, 0.794826], [-1.490105, 5.391148, -3.262783], [-0.813671, 7.668084, -3.596477], [-0.263979, 9.123400, -1.638152], [-0.896504, 8.350712, 0.629267], [-1.981445, 6.184565, 0.985351], [0.740820, 4.762300, -2.385816], [2.095876, 3.799761, -4.239518], [2.129495, 1.422520, -4.711761], [0.313319, -0.048181, -3.587445], [-1.080783, 0.858960, -1.968927]], "atomic_forces_ev_per_a": [[3.11, 0.17, 0.54], [-0.68, -0.10, 1.58], [-0.18, 0.02, -0.57], [3.28, 1.21, 0.78], [-1.48, -0.51, -0.86], [-0.20, -0.05, -0.49], [-0.13, -0.23, -0.36], [-0.45, 0.04, 0.39], [-0.99, -0.65, -1.02], [0.66, 0.43, 0.59], [-0.61, 0.23, 0.41], [-0.62, -0.55, 0.55], [-0.13, -2.20, 0.44], [0.06, 1.87, 0.57], [0.06, -1.23, -1.23], [-1.46, 0.26, -0.02], [0.31, -0.81, -0.21], [-0.66, 0.84, 1.30], [0.37, 0.27, 0.31], [0.09, 0.45, -1.79], [0.37, 0.10, -0.54], [-0.02, 0.24, 0.02], [0.60, 0.65, 0.25], [0.36, -0.10, 0.55], [0.06, -0.06, 0.13], [0.42, -0.16, -0.23], [0.03, -0.12, -0.02], [-1.00, 0.40, -0.94], [0.28, 0.44, 0.33], [0.37, -1.27, -0.53], [0.61, -0.47, 1.55], [-0.87, 0.30, -0.66], [0.93, 0.38, 0.53], [1.98, -1.02, 1.07], [-3.11, 1.63, -1.84], [-0.05, -0.34, 0.41], [0.09, 0.12, 0.05], [-0.03, -0.28, -0.23], [0.19, 0.00, 0.11], [-0.47, 0.44, -0.96], [-0.07, 0.62, 0.29], [0.04, 0.45, 0.12], [-1.02, -0.54, -0.14], [-0.17, -0.09, -0.14], [-1.30, -1.02, 0.80], [1.59, 0.21, -0.72], [0.00, 0.18, -0.39], [0.32, 1.23, -0.52], [-0.95, 0.43, -1.50], [0.21, 0.58, 0.81], [-0.64, -0.23, 0.07], [-0.58, 0.44, 1.06], [0.29, -0.62, -0.67], [0.26, 0.01, 0.56], [0.43, 0.35, -0.49], [0.30, -0.38, -0.74], [-0.02, 0.16, 0.47], [-0.70, -0.31, 0.55], [-0.35, 0.41, -0.15], [0.02, -1.11, 0.57], [-0.35, -0.96, -1.36], [0.57, 0.53, 0.04], [1.46, -1.80, -1.08], [-1.21, -0.12, -0.32], [1.14, 0.82, 0.41], [-0.31, 0.40, -0.12], [-0.80, -0.54, 1.01], [0.58, 1.33, -0.37], [-0.60, -0.25, 0.52], [-0.07, -0.12, 0.44], [0.12, -0.07, 0.17], [0.21, -0.52, 0.55], [0.31, -0.10, -0.18], [0.14, 0.25, 0.39], [-0.09, 0.17, -0.09], [-0.09, 0.11, 0.18], [0.05, -0.07, 0.08], [0.22, -0.04, 0.15], [0.29, 0.08, 0.12], [-0.07, 0.48, 0.01], [-0.12, 0.49, 0.67], [0.38, -0.21, -0.63], [0.00, -0.66, -0.38], [-0.13, -0.17, 0.35], [-0.19, -0.10, -0.20], [0.42, 0.04, -0.23], [-0.63, -0.10, 0.05]]}


# 2
{"formula": "C9H26ClI2N2P2SSn", "method": "ωB97M-V/def2-TZVPD", "e_homo_ev": [-18.2, -18.2], "total_charge": 3, "symbols": ["I", "I", "Sn", "P", "C", "C", "H", "H", "H", "H", "H", "H", "C", "H", "H", "H", "P", "C", "C", "H", "H", "H", "C", "H", "H", "H", "H", "H", "H", "Cl", "C", "N", "C", "S", "N", "C", "H", "H", "H", "H", "H", "H", "H", "H"], "coordinates": [[-4.470916, -0.718416, -3.244304], [-0.443863, -2.664537, -2.663511], [-2.124605, -0.532940, -1.785157], [-0.026346, 0.865053, -2.721509], [1.670236, 0.230686, -2.894788], [-0.609397, 1.025124, -4.443280], [0.145549, 1.627431, -4.960576], [0.772151, 3.106495, -3.030985], [-1.581274, 1.529207, -4.453803], [-0.702495, 3.058010, -1.986988], [1.648251, -0.826358, -3.196291], [-0.716869, 0.042268, -4.913369], [0.262381, 2.585818, -2.207646], [2.172921, 0.846201, -3.658071], [0.868925, 2.593510, -1.292941], [2.185005, 0.313494, -1.927418], [-2.619265, -1.073111, 0.737616], [-1.798381, -2.331744, 1.770158], [-2.816421, 0.313439, 1.908049], [-4.952287, -0.943297, 0.107095], [-4.668084, -1.945804, 1.585774], [-4.333155, -2.599225, -0.066107], [-4.322073, -1.708523, 0.572254], [-3.215975, 1.183375, 1.370170], [-3.510793, -0.005846, 2.703224], [-2.506778, -2.642322, 2.557194], [-0.892045, -1.901727, 2.223236], [-1.834252, 0.574176, 2.326585], [-1.517230, -3.198233, 1.151596], [-2.634532, 1.874705, -1.060393], [3.610326, -1.456834, 2.499281], [2.275090, -0.955455, 2.223137], [2.038686, 0.176346, 1.523574], [0.611816, 0.380716, 0.618060], [3.003327, 1.139244, 1.566815], [3.603252, 1.542001, 2.845783], [4.339214, -0.736494, 2.138920], [3.774233, -2.399025, 1.972005], [3.732323, -1.658808, 3.565277], [1.571123, -1.675736, 2.063587], [2.746228, 1.948448, 0.997994], [4.655828, 1.790679, 2.678098], [3.124236, 2.463459, 3.195214], [3.485935, 0.764549, 3.606440]], "atomic_forces_ev_per_a": [[1.39, -0.12, 0.62], [-0.02, -0.24, 0.02], [-1.69, 1.78, 0.44], [0.81, 0.75, -1.59], [-0.12, -0.63, 0.36], [-0.35, -0.28, 0.37], [-0.18, -0.09, -0.04], [-0.04, -0.29, 0.14], [0.15, 0.04, -0.09], [0.45, 0.05, -0.20], [0.27, 0.44, -0.07], [0.10, 0.17, -0.02], [-0.62, -0.04, 0.78], [-0.14, -0.19, 0.28], [-0.09, 0.11, -0.35], [-0.01, -0.01, -0.38], [-1.24, -0.41, 1.19], [0.62, -0.25, -0.65], [0.36, 0.49, -0.59], [-0.01, -0.11, 0.18], [-0.06, 0.03, -0.28], [-0.10, 0.06, 0.21], [0.31, 0.06, -0.42], [0.02, -0.24, 0.36], [0.29, -0.01, -0.32], [0.27, 0.17, -0.33], [-0.38, -0.17, -0.07], [-0.38, -0.04, 0.00], [-0.13, 0.13, 0.37], [0.14, -1.20, -0.30], [0.70, -0.37, 0.19], [-1.35, 0.40, -1.76], [2.42, -0.68, 1.47], [-0.12, 0.12, -0.05], [-2.35, 0.24, -0.33], [0.62, 0.43, 0.55], [0.10, -0.14, 0.18], [-0.19, 0.07, -0.01], [0.06, 0.22, -0.06], [0.12, 0.24, 0.46], [0.39, -0.27, -0.01], [-0.11, -0.29, 0.13], [-0.06, -0.22, -0.07], [0.14, 0.29, -0.28]]}


# 3
{"formula": "C9H25ClFeIN2OP2S", "method": "ωB97M-V/def2-TZVPD", "e_homo_ev": [-14.1, -14.6], "s2": 8.768, "multiplicity": 6, "e_above_lowest_kcal_mol": 0.0, "total_charge": 2, "symbols": ["C", "C", "H", "H", "H", "O", "I", "Fe", "P", "C", "C", "H", "H", "H", "H", "H", "H", "C", "H", "H", "H", "P", "C", "C", "H", "H", "H", "C", "H", "H", "H", "H", "H", "H", "Cl", "N", "C", "N", "S", "H", "H", "H", "H"], "coordinates": [[0.006021, 0.816614, -5.356995], [0.009057, 1.274428, -3.987459], [0.010998, 1.642170, -6.093744], [-0.890203, 0.193418, -5.508263], [0.894446, 0.182238, -5.508175], [0.016978, 2.194478, -3.264174], [-0.012534, -1.303728, -2.664924], [-0.000992, -0.289443, -0.470692], [2.424642, -0.093932, 0.057576], [3.151557, 1.220885, 1.094163], [3.109104, -1.555614, 0.931539], [4.203794, -1.549747, 0.842715], [4.480091, -0.126483, -1.215325], [2.691540, -2.461453, 0.484169], [3.099832, -0.871040, -2.122766], [2.820212, 1.113556, 2.131832], [2.825016, -1.512311, 1.989726], [3.410893, -0.043529, -1.470058], [4.246191, 1.157933, 1.056215], [3.208750, 0.908538, -1.977015], [2.826775, 2.199559, 0.733319], [-2.423829, -0.058055, 0.060269], [-3.131635, 1.269520, 1.094609], [-3.412478, 0.002732, -1.465977], [-2.724818, -2.419503, 0.492010], [-4.224031, -1.486442, 0.852971], [-2.841910, -1.466312, 1.996889], [-3.129035, -1.507352, 0.939168], [-3.113450, -0.831061, -2.116138], [-4.482482, -0.063800, -1.210165], [-4.227260, 1.223229, 1.054248], [-2.790578, 2.242525, 0.733102], [-3.196595, 0.950275, -1.975527], [-2.803710, 1.157394, 2.133086], [-0.017928, -2.445771, 0.396294], [-0.002402, 0.902176, 4.213148], [0.000365, 0.238025, 3.045723], [-0.003738, -1.089968, 3.073663], [0.009056, 1.170499, 1.563978], [-0.007139, 0.435702, 5.107356], [0.007243, 1.926578, 4.196374], [-0.007672, -1.637831, 2.185200], [-0.008126, -1.609079, 3.948074]], "atomic_forces_ev_per_a": [[-0.01, -0.94, -0.89], [0.04, 3.91, 2.20], [0.00, 0.02, 0.69], [0.30, 0.10, 0.07], [-0.30, 0.11, 0.07], [-0.03, -3.81, -2.13], [0.00, 0.30, -2.53], [-0.01, -0.80, 2.78], [1.40, -0.22, 0.28], [-0.17, 0.30, -0.17], [-0.40, -0.11, -0.22], [-0.29, 0.06, 0.03], [-0.38, 0.07, -0.26], [0.25, 0.05, 0.17], [0.24, 0.23, 0.17], [0.08, -0.01, -0.25], [0.05, -0.06, -0.24], [0.04, 0.01, -0.05], [-0.23, -0.04, -0.07], [0.20, -0.19, 0.00], [0.13, -0.01, 0.11], [-1.43, -0.19, 0.29], [0.18, 0.30, -0.18], [-0.03, 0.01, -0.04], [-0.26, 0.05, 0.18], [0.30, 0.06, 0.02], [-0.05, -0.06, -0.24], [0.40, -0.12, -0.22], [-0.24, 0.23, 0.16], [0.38, 0.06, -0.26], [0.24, -0.05, -0.06], [-0.14, -0.01, 0.11], [-0.20, -0.19, 0.00], [-0.08, -0.01, -0.26], [0.00, 0.21, -0.38], [0.02, 0.79, -0.85], [0.00, -0.06, 0.27], [0.00, -0.07, -0.37], [0.00, 0.10, 1.40], [0.00, -0.02, -0.05], [-0.01, -0.77, 0.10], [0.01, 0.50, 0.87], [0.00, 0.28, -0.23]]}


no.,E (eV)
1,-120949.90359
2,-76676.01193
3,-99176.25929